The following is a quantum chemistry calculation of a structure of composition C62H84CsN2O3P2Si in a non-equilibrium geometry, from the OMol25 dataset.

Output
Spin multiplicity ... 1
Relative energy (zero: lowest compared OMol25 entry of this formula, charge and spin) ... 0.7225 eV
LUMO energy ... 1.88 eV
Frontier orbital gap ... 4.4400 eV
Net charge ... -1
E_tot ... -3740.61641 hartree

Structure (XYZ):
```
155
Properties=species:S:1:pos:R:3:forces:R:3:lowdin_charge:R:1
Cs -2.29680 1.41567 -0.42510 0.94 -2.04 -0.11 1.218
C -4.06531 -1.94951 1.36413 -0.04 0.00 -0.06 -0.292
Si -2.83089 -1.75082 -0.13051 -0.07 -0.85 0.58 0.453
C -2.45371 -3.65876 -0.29460 -0.25 0.03 -0.18 -0.333
C -3.38065 -4.53255 -0.87807 0.01 0.01 -0.08 -0.127
C -3.10334 -5.87177 -1.10936 0.04 0.03 0.03 -0.106
C -1.86388 -6.38402 -0.74594 -0.02 0.04 0.02 -0.107
C -0.94171 -5.55123 -0.12891 0.04 -0.12 0.05 -0.111
C -1.22744 -4.20623 0.12173 0.10 -0.01 0.03 -0.379
P -0.09018 -3.04735 0.99470 -0.08 0.07 0.06 1.073
C 0.74370 -4.01610 2.36251 -0.01 -0.12 0.05 -0.456
C -0.33775 -4.34454 3.40332 0.02 -0.05 -0.04 -0.233
C 0.26504 -4.81855 4.72392 0.03 0.04 0.01 -0.212
C 1.19968 -6.00691 4.51916 -0.02 -0.03 -0.03 -0.218
C 2.27474 -5.67824 3.48766 -0.02 0.05 0.02 -0.210
C 1.64695 -5.23862 2.16351 -0.02 -0.02 0.00 -0.213
C 1.23283 -2.75121 -0.26807 0.03 0.13 -0.01 -0.447
C 1.76529 -3.93624 -1.09453 -0.01 -0.04 0.01 -0.194
C 3.14985 -3.64412 -1.70086 0.00 0.01 0.03 -0.196
C 3.29396 -2.15866 -2.00620 0.00 0.01 0.02 -0.204
C 3.29306 -1.34723 -0.70233 0.06 -0.02 0.00 -0.182
C 2.39063 -1.97836 0.37216 0.01 0.02 -0.01 -0.215
C -4.08120 -1.34458 -1.56899 0.11 0.00 -0.20 -0.369
C -5.46701 -1.25191 -1.35051 0.07 -0.04 -0.03 -0.113
C -6.32686 -0.64858 -2.25401 -0.02 0.00 -0.02 -0.096
C -5.82987 -0.10076 -3.42992 -0.02 0.01 0.01 -0.098
C -4.47129 -0.17564 -3.68548 0.09 0.00 -0.03 -0.113
C -3.59679 -0.78592 -2.78307 -0.08 -0.13 0.12 -0.435
P -1.78120 -0.84229 -3.07668 0.00 -0.03 -0.20 1.060
C -1.60851 -2.17478 -4.36682 0.01 -0.03 -0.07 -0.445
C -1.68940 -3.52522 -3.64684 -0.04 0.02 0.01 -0.223
C -1.37722 -4.69065 -4.57892 0.03 0.01 -0.04 -0.196
C -2.30714 -4.68680 -5.78861 -0.03 0.02 0.03 -0.210
C -2.24881 -3.34384 -6.51103 0.03 0.00 0.01 -0.203
C -2.56144 -2.18489 -5.56236 -0.03 0.00 -0.01 -0.206
C -1.43163 0.83545 -3.87444 0.08 0.03 0.07 -0.444
C -1.47358 1.10656 -5.38505 -0.02 0.00 -0.03 -0.196
C -0.29343 0.52353 -6.16225 -0.02 -0.03 0.01 -0.199
C 1.04308 0.92079 -5.53886 0.00 0.02 0.00 -0.197
C 1.07305 0.59004 -4.04947 0.02 0.01 -0.03 -0.210
C -0.06680 1.29460 -3.32357 -0.08 -0.04 -0.05 -0.267
H -4.81230 -2.74632 1.24913 0.01 -0.01 -0.02 0.007
H -4.60161 -1.01867 1.57975 0.01 0.02 0.02 0.004
H -3.46833 -2.19276 2.24961 0.01 -0.01 0.00 -0.005
H -4.34256 -4.13347 -1.18776 -0.02 -0.01 0.01 0.095
H -3.84176 -6.51123 -1.58083 -0.01 0.00 0.00 0.093
H -1.61694 -7.42286 -0.93243 0.00 0.00 -0.01 0.091
H 0.01858 -5.96661 0.14775 -0.07 0.04 -0.02 0.072
H 1.37767 -3.23082 2.80158 -0.01 0.02 0.02 0.101
H -0.98786 -5.12796 2.99562 -0.01 0.00 0.00 0.116
H -0.97195 -3.46964 3.56652 0.00 0.00 0.00 0.096
H -0.52753 -5.07375 5.43229 -0.01 -0.01 0.00 0.104
H 0.83322 -3.99285 5.16856 0.00 0.00 0.01 0.111
H 0.61560 -6.86278 4.16088 0.00 0.00 0.01 0.112
H 1.65375 -6.30879 5.46695 0.00 0.01 0.01 0.101
H 2.92901 -6.53999 3.32889 0.00 -0.01 -0.01 0.103
H 2.90605 -4.86800 3.87189 0.01 0.00 0.00 0.112
H 1.05663 -6.07389 1.77614 0.05 0.00 0.00 0.097
H 2.43383 -5.02962 1.43818 0.03 0.01 0.00 0.091
H 0.72089 -2.05507 -0.94846 -0.02 -0.04 0.00 0.098
H 1.05442 -4.16443 -1.89176 -0.02 0.03 -0.02 0.099
H 1.82760 -4.83821 -0.48536 -0.02 0.01 -0.04 0.076
H 3.30012 -4.24836 -2.59878 0.00 0.00 0.00 0.103
H 3.93633 -3.93716 -0.99601 0.01 0.00 0.01 0.108
H 2.45653 -1.85097 -2.63710 -0.05 0.03 -0.03 0.093
H 4.20285 -1.95494 -2.57794 0.01 -0.01 0.00 0.104
H 2.96506 -0.32588 -0.90265 -0.03 0.00 -0.01 0.079
H 4.31584 -1.27442 -0.31954 0.01 0.02 0.01 0.106
H 2.00369 -1.20195 1.03804 -0.01 0.00 -0.01 0.096
H 2.97647 -2.66356 0.99506 0.00 -0.01 -0.02 0.102
H -5.87734 -1.65396 -0.43133 -0.02 -0.01 0.00 0.081
H -7.38834 -0.59267 -2.03907 -0.01 -0.01 0.01 0.095
H -6.49194 0.38781 -4.13458 0.00 0.00 0.00 0.094
H -4.08602 0.25983 -4.60038 0.01 0.00 0.00 0.088
H -0.57975 -2.05915 -4.73618 0.00 -0.02 0.00 0.096
H -2.70153 -3.64803 -3.24828 0.00 0.02 0.00 0.106
H -1.02748 -3.53558 -2.77926 0.04 -0.01 0.03 0.087
H -1.45886 -5.63138 -4.02914 -0.01 -0.01 0.00 0.103
H -0.33793 -4.60978 -4.92323 0.00 -0.01 0.01 0.113
H -3.33316 -4.85885 -5.44326 -0.01 -0.01 -0.01 0.114
H -2.06112 -5.50341 -6.47297 0.01 0.00 0.00 0.102
H -2.94093 -3.33235 -7.35768 -0.01 0.00 0.00 0.104
H -1.24218 -3.20404 -6.92545 0.00 0.00 -0.01 0.110
H -3.58634 -2.28702 -5.18955 0.01 -0.01 0.00 0.115
H -2.52085 -1.24388 -6.11152 -0.01 0.00 0.00 0.085
H -2.19518 1.47698 -3.42308 -0.03 -0.01 0.00 0.078
H -1.45300 2.19690 -5.51097 0.01 0.00 0.01 0.120
H -2.41562 0.77332 -5.82240 0.01 0.01 0.00 0.082
H -0.33980 0.86648 -7.19988 0.00 0.00 0.00 0.109
H -0.36502 -0.56661 -6.19569 0.01 0.00 0.02 0.088
H 1.18793 2.00088 -5.65970 0.01 0.00 -0.01 0.113
H 1.86734 0.42942 -6.06279 0.00 -0.01 0.00 0.106
H 2.04083 0.86313 -3.61831 0.01 0.02 0.00 0.101
H 0.96680 -0.49169 -3.90991 0.02 -0.05 0.02 0.090
H 0.03431 2.37977 -3.44013 -0.03 0.02 0.02 0.125
H -0.02268 1.07343 -2.25409 0.06 0.04 -0.06 0.037
C 4.05823 6.07279 -0.48097 -0.01 0.02 -0.01 -0.040
C 4.56342 4.96951 0.45921 -0.04 -0.04 -0.01 -0.558
C 4.82346 5.58653 1.83263 0.01 0.01 0.01 -0.066
C 5.88063 4.39775 -0.07881 0.02 0.00 0.00 -0.047
C 3.51572 3.86207 0.51318 0.01 0.04 0.06 -0.156
C 3.14348 3.18806 -0.64594 -0.01 -0.04 -0.05 0.002
C 2.15926 2.21936 -0.58011 0.05 0.16 0.08 -0.110
N 1.52461 1.88648 0.53964 0.02 -0.03 -0.27 0.140
C 1.86968 2.52072 1.65307 -0.16 -0.14 0.28 -0.221
C 2.86263 3.49813 1.68138 0.04 0.03 -0.06 0.032
C 1.06613 2.17471 2.87907 0.13 0.10 -0.20 -0.210
C 1.25641 2.82750 4.08827 -0.01 -0.03 0.08 0.019
C 0.42951 2.55386 5.17515 0.03 0.03 0.01 -0.158
C -0.54786 1.58951 4.98572 -0.03 -0.03 -0.01 0.001
C -0.65548 0.96954 3.74606 0.02 0.01 0.00 -0.101
N 0.11987 1.25286 2.71239 -0.13 -0.06 -0.04 0.136
C 0.61359 3.32418 6.47983 -0.01 -0.01 -0.04 -0.557
C 2.00450 3.02577 7.05297 0.01 0.00 0.00 -0.045
C 0.48836 4.82710 6.19300 0.00 0.02 0.02 -0.045
C -0.43671 2.94163 7.52133 0.00 -0.01 0.02 -0.069
H 4.76574 6.90492 -0.49560 0.01 0.00 -0.01 0.084
H 3.08812 6.44876 -0.15193 0.00 0.00 0.01 0.094
H 3.94500 5.70799 -1.50203 -0.01 -0.01 0.00 0.080
H 5.58648 6.36167 1.74135 0.00 0.01 0.00 0.084
H 5.18529 4.84567 2.54827 0.01 -0.01 0.00 0.087
H 3.92411 6.05170 2.24072 -0.01 0.01 -0.01 0.085
H 6.62885 5.18989 -0.15522 0.01 0.01 0.00 0.083
H 5.75251 3.95884 -1.06831 -0.01 0.00 -0.01 0.077
H 6.26848 3.62235 0.58443 0.00 -0.01 0.01 0.090
H 3.59473 3.41856 -1.60234 0.00 0.00 0.00 0.112
H 1.84980 1.69816 -1.47620 0.01 -0.03 -0.02 0.079
H 3.10637 3.99200 2.60792 0.00 -0.01 0.01 0.088
H 2.03123 3.57392 4.18894 0.00 0.00 0.01 0.097
H -1.24114 1.31852 5.76842 0.00 -0.01 0.01 0.101
H -1.41240 0.21079 3.57568 -0.01 -0.02 -0.01 0.113
H 2.79236 3.28153 6.34343 0.00 0.01 0.00 0.077
H 2.10505 1.96691 7.29783 0.00 -0.01 0.00 0.090
H 2.16695 3.60655 7.96378 0.00 0.00 0.01 0.083
H 1.28059 5.17974 5.53129 0.00 -0.01 -0.01 0.074
H 0.55699 5.39126 7.12609 0.00 0.00 0.00 0.083
H -0.46653 5.05635 5.71745 -0.01 0.00 0.00 0.094
H -0.38169 1.88320 7.78113 0.01 -0.01 0.00 0.085
H -1.44714 3.15683 7.17056 0.00 0.01 -0.01 0.089
H -0.26863 3.51679 8.43378 0.00 0.01 0.00 0.083
O -3.55182 6.73120 0.28368 -0.01 0.05 0.05 0.071
C -2.40613 6.41004 0.95838 -0.05 -0.03 -0.07 -0.262
C -1.85219 7.26481 1.90275 0.01 0.02 -0.01 -0.038
C -0.68028 6.91488 2.56049 0.02 -0.02 -0.01 -0.106
C -0.05893 5.71136 2.26588 -0.06 0.04 0.01 -0.093
C -0.62544 4.86895 1.31668 0.08 0.03 -0.07 -0.007
C -1.79938 5.19432 0.65545 0.02 0.04 0.06 -0.062
C -2.42168 4.17543 -0.29130 -0.10 0.92 0.06 -0.837
O -3.40474 3.55371 0.17472 -0.68 1.58 0.30 -0.299
O -1.83858 3.95019 -1.37232 0.05 0.47 -0.01 -0.155
H -3.87920 7.57495 0.61108 0.01 -0.03 -0.01 0.098
H -2.34052 8.20966 2.12141 0.00 0.00 0.00 0.105
H -0.25783 7.58705 3.29733 0.00 0.01 0.01 0.094
H 0.85660 5.42706 2.76956 0.01 -0.01 0.00 0.078
H -0.14390 3.93109 1.06884 -0.01 -0.01 -0.02 0.099
```
Forces are in eV/Å.